C3H5NO | ωB97M-V with the def2-TZVPD basis set

Results
Spin multiplicity: 1
Net charge: 0
HOMO level in eV: -9.5
HOMO-LUMO gap in eV: 9.903

Last column: Löwdin charge in e.
Geometry (Å):
C -0.92424 0.91436 0.11657  -0.23
O -0.67663 0.18158 -0.90100  -0.13
C 0.88853 -1.00946 -0.79966  0.02
C 1.29104 -0.64002 0.44229  -0.23
N 1.10336 0.03820 1.41952  0.13
H -1.76177 0.62692 0.77135  0.10
H -0.70795 1.99128 0.04162  0.10
H 0.09239 0.65131 1.08451  0.06
H 1.43685 -0.64057 -1.65966  0.10
H 0.38954 -1.96539 -0.91822  0.10


C3H5NO | ωB97M-V with the def2-TZVPD basis set

Results
Spin multiplicity: 1
Net charge: 0
SMILES: C=NO.C#C
HOMO level in eV: -9.8
HOMO-LUMO gap in eV: 10.830

Last column: Löwdin charge in e.
Geometry (Å):
C -0.23305 1.13113 -1.32523  -0.04
N 0.03684 -0.09763 -1.32774  -0.06
O 1.26665 -0.45188 -0.76351  -0.06
H 0.50992 1.90322 -1.24139  0.08
H -1.19567 1.47715 -1.46319  0.05
H 1.41852 -1.31658 -0.96453  0.03
C -0.72700 -0.13191 1.88130  -0.01
C -0.01655 -1.07188 1.60802  -0.02
H -1.39349 0.53434 2.41419  0.03
H 0.33382 -1.97596 1.18208  0.02


C3H5NO | ωB97M-V with the def2-TZVPD basis set

Results
Spin multiplicity: 1
Net charge: 0
SMILES: COCC#N
HOMO level in eV: -10.6
HOMO-LUMO gap in eV: 11.342

Last column: Löwdin charge in e.
Geometry (Å):
C 1.30334 0.13111 0.20482  -0.11
O 0.31850 1.07255 -0.17156  -0.18
C -1.00513 0.61459 -0.21334  -0.21
C -1.17267 -0.83936 -0.42807  -0.20
N -1.32749 -1.97863 -0.54675  0.16
H 2.19440 0.70142 0.47305  0.09
H 1.53757 -0.53515 -0.63355  0.09
H 0.99579 -0.47631 1.06488  0.09
H -1.49971 1.13853 -1.03681  0.13
H -1.53941 0.86202 0.71620  0.13


C3H5NO | ωB97M-V with the def2-TZVPD basis set

Results
Spin multiplicity: 1
Net charge: 0
SMILES: COCC#N
HOMO level in eV: -10.5
HOMO-LUMO gap in eV: 11.257

Last column: Löwdin charge in e.
Geometry (Å):
C -1.04661 0.81731 0.27093  -0.10
O -0.56815 0.12437 -0.86788  -0.18
C 0.52465 -0.74295 -0.72063  -0.21
C 1.35374 -0.49610 0.47674  -0.20
N 1.94777 -0.30476 1.44920  0.16
H -2.13709 0.80278 0.22360  0.09
H -0.69436 1.85505 0.24382  0.09
H -0.72076 0.36341 1.21499  0.08
H 1.15128 -0.62874 -1.61228  0.13
H 0.18953 -1.79037 -0.67849  0.13


C3H5NO | ωB97M-V with the def2-TZVPD basis set

Results
Spin multiplicity: 1
Net charge: 0
SMILES: COCC#N
HOMO level in eV: -10.1
HOMO-LUMO gap in eV: 10.861

Last column: Löwdin charge in e.
Geometry (Å):
C -1.19151 0.61117 0.42240  -0.09
O -0.39249 0.22129 -0.73272  -0.22
C 0.69186 -0.91317 -0.64148  -0.07
C 1.50214 0.08551 -0.04620  -0.30
N 2.08201 0.92813 0.48006  0.16
H -1.22051 1.70934 0.58945  0.10
H -0.86380 0.16836 1.37134  0.09
H -2.21092 0.29564 0.18959  0.08
H 1.09496 -1.29404 -1.61654  0.14
H 0.50827 -1.81224 -0.01590  0.13


C3H5NO | ωB97M-V with the def2-TZVPD basis set

Results
Spin multiplicity: 1
Net charge: 0
HOMO level (alpha / beta) in eV: -9.7 / -9.9
HOMO-LUMO gap (alpha / beta) in eV: 9.298 / 8.294

Last column: Löwdin charge in e.
Geometry (Å):
C 0.82323 -0.01501 0.58137  0.13
C 0.92813 -0.39907 1.89187  -0.39
C -1.00421 0.22264 -1.55905  -0.25
N -0.97261 -0.15197 -0.16005  0.03
O 2.00172 -0.35615 2.45671  0.03
H 1.40562 0.41562 -0.13623  0.05
H 0.07782 -0.73529 2.60712  0.14
H -2.06102 -0.02004 -1.92731  0.09
H -0.03544 -0.23919 -2.06071  0.11
H -1.16324 1.27846 -1.69372  0.05


C3H5NO | ωB97M-V with the def2-TZVPD basis set

Results
Spin multiplicity: 1
Net charge: 0
SMILES: CC(O)=C=N
HOMO level in eV: -8.3
HOMO-LUMO gap in eV: 8.795

Last column: Löwdin charge in e.
Geometry (Å):
C -1.26321 -0.10049 -0.22006  -0.02
C 0.20943 -0.14254 -0.40655  -0.43
O 0.76804 -1.29958 -0.83891  0.06
C 0.94277 0.88102 -0.00510  -0.15
N 1.40893 1.39792 1.04129  0.09
H -1.79749 -0.07949 -1.16799  0.08
H -1.52526 0.78890 0.36441  0.09
H -1.56049 -0.99045 0.34772  0.10
H 1.72620 -1.15937 -0.85153  0.12
H 1.09109 0.70409 1.73673  0.06


C3H5NO2 | ωB97M-V with the def2-TZVPD basis set

Results
Spin multiplicity: 1
Net charge: 0
HOMO level in eV: -9.5
HOMO-LUMO gap in eV: 9.382

Last column: Löwdin charge in e.
Geometry (Å):
C 1.27666 -0.27608 0.05859  -0.10
N -0.11499 -0.00914 -0.25326  -0.17
C -0.87880 1.77580 0.01085  0.00
O -0.63275 2.35628 0.97389  0.17
C -1.00143 -1.03804 -0.11881  -0.41
O -0.73177 -2.18217 0.19607  0.01
H 1.73401 -0.91504 -0.70535  0.09
H 1.36805 -0.78528 1.02443  0.09
H 1.82494 0.67227 0.10105  0.08
H -0.79651 1.13013 -0.95067  0.13
H -2.04741 -0.72872 -0.33677  0.13


C3H5NO2 | ωB97M-V with the def2-TZVPD basis set

Results
Spin multiplicity: 1
Net charge: 0
SMILES: O=C1C[C@H](O)N1
HOMO level in eV: -9.9
HOMO-LUMO gap in eV: 10.602

Last column: Löwdin charge in e.
Geometry (Å):
O 2.39344 -0.51075 0.65499  0.09
C 1.29942 -0.26212 0.28338  -0.53
C -0.16650 -0.36299 0.89821  -0.03
C -0.74048 0.56986 -0.13630  -0.27
O -1.63705 0.07582 -1.02136  0.00
N 0.86842 0.48489 -0.79387  0.13
H -0.72394 -1.28431 0.81957  0.11
H -0.06442 0.01635 1.90893  0.12
H -1.15192 1.47990 0.05707  0.11
H -1.41447 -0.92000 -0.97756  0.14
H 1.33750 0.71334 -1.69307  0.13


C3H5NO2 | ωB97M-V with the def2-TZVPD basis set

Results
Spin multiplicity: 1
Net charge: 0
HOMO level in eV: -9.1
HOMO-LUMO gap in eV: 9.592

Last column: Löwdin charge in e.
Geometry (Å):
N 1.68998 -0.86043 -0.35012  0.14
C 0.78288 -0.71803 -1.20877  -0.28
C -0.52705 -0.25428 1.73307  0.08
O -1.21027 0.09431 0.67318  -0.12
C -0.53236 0.98836 -0.22031  -0.22
O -0.16863 0.26854 -1.35054  -0.03
H 1.70522 -0.13659 0.36798  0.03
H 0.63929 -1.44130 -2.00848  0.12
H -1.20075 -1.01183 2.20013  0.03
H -1.25729 1.73615 -0.54068  0.14
H 0.30614 1.43354 0.32641  0.12


For reference, max |F| by record: 0.71 5.07 1.07 1.02 3.00 7.91 1.05 1.29 4.82 0.52 eV/Å.
For reference, relative energy (zero: lowest compared OMol25 entry of this formula, charge and spin) by record: 379.02 482.08 118.68 125.77 250.21 623.91 252.95 380.27 212.97 426.51 kJ/mol.